{"formula": "C4H22N2O7", "method": "ωB97M-V/def2-TZVPD", "e_above_lowest_kj_mol": 551.1, "e_lumo_ev": -0.02, "smiles": "NCNCCC=O.O.O.O.O.O.O", "e_tot_ev": -21814.52591, "symbols": ["N", "C", "N", "C", "C", "C", "O", "H", "H", "H", "H", "H", "H", "H", "H", "H", "H", "O", "H", "H", "O", "H", "H", "O", "H", "H", "O", "H", "H", "O", "H", "H", "O", "H", "H"], "xyz": [[2.038, 2.661, 0.254], [2.169, 1.765, -0.896], [2.233, 0.324, -0.621], [0.982, -0.398, -0.192], [-0.301, -0.025, -0.951], [-0.321, -0.567, -2.338], [-0.777, 0.004, -3.345], [1.725, 2.186, 1.094], [2.995, 2.992, 0.488], [2.998, 2.009, -1.412], [1.247, 1.770, -1.553], [2.995, 0.079, 0.055], [1.295, -1.468, -0.276], [0.852, -0.495, 0.959], [-1.077, -0.320, -0.225], [-0.539, 1.054, -1.077], [0.037, -1.559, -2.522], [-2.925, -2.113, -0.887], [-3.652, -2.433, -0.385], [-2.960, -1.211, -1.009], [-1.418, 0.879, 1.808], [-2.122, 1.568, 1.539], [-0.694, 0.851, 1.335], [2.864, -0.688, -3.647], [2.582, -0.341, -2.727], [1.939, -0.864, -4.041], [0.970, 1.470, 3.440], [0.633, 2.230, 3.961], [0.299, 0.687, 3.370], [-1.112, -2.159, 1.289], [-1.486, -1.433, 0.806], [-1.164, -3.155, 1.044], [-3.673, -0.797, 2.344], [-3.881, -1.521, 1.670], [-2.749, -0.982, 2.647]], "mulliken_charge": [-0.610, -0.621, -0.418, -0.678, 0.785, -0.472, -0.564, 0.273, 0.281, 0.495, 0.339, 0.233, 0.371, 0.373, -0.616, 0.339, 0.629, -0.585, 0.279, 0.301, -0.540, 0.265, 0.281, -0.721, 0.378, 0.342, -0.653, 0.309, 0.315, -0.588, 0.194, 0.301, -0.623, 0.280, 0.328]}